No. 1
A 4-piece molecular cluster, C17H40BBrN4O6P overall in a non-equilibrium geometry. Source: the Open Molecules 2025 dataset; level of theory: ωB97M-V/def2-TZVPD.

Values from the calculation:
Kohn-Sham gap: 8.4522 eV
Energy above the lowest of the compared OMol25 structures with the same formula, charge and spin: 640.3 kJ/mol
Lowest unoccupied orbital energy: -2.746 eV
Molar mass: 518.22 g mol⁻¹

```
! wB97M-V def2-TZVPD RIJCOSX def2/J DEFGRID3
* xyz 1 1
H 5.511 0.737 2.768
H 0.197 -1.174 4.358
H 2.729 -1.055 -5.944
H 0.936 -4.337 4.090
N -0.559 2.833 -2.395
H 3.167 -3.603 1.214
O -0.201 -1.793 2.355
N 2.566 -2.097 -4.156
H -8.033 2.902 -0.665
H 3.649 -3.031 -0.519
H -1.206 4.268 -3.751
H 3.835 -3.736 -4.287
H -1.253 0.202 0.874
H 0.969 2.247 2.201
B -0.269 -3.114 3.020
O 0.824 2.202 -0.649
H 4.489 -2.325 -3.405
H 2.960 -0.723 -0.318
H -1.773 3.204 -0.748
H -1.221 2.582 -4.348
H 0.321 3.465 -4.201
C 2.595 -1.362 0.622
C 5.046 0.390 3.811
H 1.496 -1.531 -2.464
C 3.608 -2.693 0.625
N -6.250 1.793 -0.669
C 2.036 -1.255 -5.110
C 4.065 -0.905 3.412
H -1.929 -3.255 4.251
C 0.669 1.164 1.808
C -0.964 0.911 1.770
O -4.167 2.774 -0.431
H -7.701 0.463 -0.002
H 2.314 -3.117 -2.337
C -1.135 0.261 3.282
N 1.270 0.276 2.873
H 0.845 -2.935 -3.342
H -2.654 2.800 -2.251
P 2.805 -0.238 2.146
C 0.661 2.609 -1.792
C 0.215 -0.727 3.277
H -6.360 -0.297 -0.898
H 3.597 -1.314 4.409
H 1.536 0.700 3.812
H 1.516 2.834 -2.450
Br -2.893 -0.511 3.837
H -6.610 3.712 -1.384
C 1.763 -2.446 -3.002
O 0.917 -0.757 -5.077
H -1.397 1.993 1.652
O 0.999 -3.884 3.198
H 4.716 -2.417 0.907
H 4.794 -1.716 2.969
H -0.845 1.196 3.959
C 3.901 -2.645 -4.270
H 5.870 0.115 4.595
O -1.519 -3.752 3.483
C -4.874 1.786 -0.581
H -6.723 3.525 0.382
H 1.490 -1.676 0.374
H 4.392 -2.301 -5.185
H -1.788 1.527 -1.342
C -6.954 3.055 -0.579
H -4.441 0.775 -0.661
H -7.587 0.652 -1.776
C -1.771 2.578 -1.645
C -7.015 0.577 -0.847
H 1.180 1.055 0.755
H 4.312 1.243 4.148
C -0.667 3.316 -3.756
*
```

No. 2
A 10-piece molecular cluster, C17H40BF3N2O15 overall. Source: the Open Molecules 2025 dataset; level of theory: ωB97M-V/def2-TZVPD.

Values from the calculation:
Kohn-Sham gap: 8.4620 eV
Lowest unoccupied orbital energy: -0.319 eV
Structure (SMILES): OCCOCOCc1c(CCO)cc(B(O)O)c2ncc(CCC(F)(F)F)nc12.O.O.O.O.O.O.O.O.O
Molar mass: 580.31 g mol⁻¹

```
! wB97M-V def2-TZVPD RIJCOSX def2/J DEFGRID3
* xyz 0 1
O 1.737 4.887 5.499
H 2.574 4.982 5.964
H 1.946 4.376 4.708
O 0.982 -5.688 -0.862
H -0.287 6.531 1.219
H -1.108 -3.866 -0.272
H -4.084 -0.079 2.676
H 0.670 -5.345 -1.706
O 0.766 -3.316 -3.749
H 3.843 -2.182 -0.624
O -1.433 0.157 2.607
H -0.411 4.497 -3.912
C -0.080 -0.028 2.172
H 2.000 0.984 -3.413
O -1.269 -4.165 -2.859
O -0.102 3.841 3.679
H 0.521 -2.670 -4.420
B -0.190 -3.313 -2.755
C 4.263 2.786 -2.958
C 3.803 2.581 -1.525
O -0.553 -2.415 4.489
H -5.792 1.186 2.378
O -2.622 1.739 1.341
H -1.121 2.206 2.604
H 0.289 3.161 -4.096
O -3.826 -3.088 -1.960
O -0.277 6.666 2.172
F 4.686 1.635 -3.517
H -3.530 -4.281 -0.115
N 1.113 0.856 -0.206
O -0.090 3.734 -3.421
H 1.226 -6.599 -1.053
H -2.565 1.612 3.398
H 4.909 0.399 -5.225
N 1.056 -0.638 -2.608
H -1.770 -3.718 1.852
H -4.652 -3.335 -1.527
H 0.420 0.914 1.996
C 0.530 -0.380 -0.257
C -1.911 1.464 2.533
H -4.109 -2.649 -2.771
H 0.180 7.503 2.297
C -0.103 -2.407 -1.460
H 4.317 3.288 -0.887
H -3.383 -5.774 0.118
H -2.053 -2.122 2.479
H 0.444 -0.530 2.981
O 4.756 -0.123 -6.019
H 5.482 0.110 -6.605
H -3.801 1.027 -0.111
C 2.281 2.652 -1.304
O 3.492 -1.588 0.047
H -0.107 4.102 4.608
F 5.310 3.630 -3.009
C -4.399 0.047 1.643
C 1.627 1.304 -1.319
H 2.127 3.069 -0.314
C -3.309 0.638 0.779
H 3.150 -0.840 -0.453
C -0.254 -3.071 3.270
C 1.578 0.551 -2.513
H -2.633 -0.142 0.428
H 0.715 -2.708 2.941
C 0.520 -1.129 -1.451
C -1.273 -2.797 2.134
C -0.065 -0.898 0.933
H 1.788 3.334 -1.990
H -2.098 -3.707 -2.660
O -3.815 -4.989 0.472
F 3.334 3.292 -3.771
C -0.641 -2.153 0.926
H -4.584 -0.966 1.273
O -5.623 0.766 1.533
H -0.382 4.637 3.209
H 4.150 1.598 -1.217
C -0.659 -2.884 -0.290
H -0.201 -4.148 3.411
H -1.421 -2.013 4.419
*
```